# 1
Below is a molecular structure, C9H15B2BeBrClF10LiN2O9, with properties calculated with ωB97M-V/def2-TZVPD.

```
51
Properties=species:S:1:pos:R:3:lowdin_charge:R:1
C 5.48 -1.92 -0.14 0.049
C 4.23 -1.65 -0.75 -0.145
N 3.50 -0.49 -0.16 -0.376
Br 2.83 0.51 -1.64 1.059
B 4.60 0.29 0.60 -0.613
C 5.64 1.31 -0.07 -0.014
O 4.63 0.08 1.99 0.124
C 2.42 -1.02 0.72 -0.246
O 2.53 -2.22 0.93 -0.128
C 1.29 -0.11 1.38 -0.288
F 1.69 1.19 1.57 0.122
F 1.06 -0.60 2.64 0.114
C -0.13 0.00 0.61 -0.274
F -0.96 0.63 1.50 0.136
F -0.05 0.82 -0.50 0.074
C -0.91 -1.29 0.16 -0.320
F -2.25 -0.93 0.15 0.114
F -0.84 -2.33 0.99 0.120
C -0.60 -1.70 -1.35 -0.385
O 0.22 -2.51 -1.60 0.176
O -1.37 -1.07 -2.32 0.095
H 6.45 -1.51 -0.54 0.097
H 5.58 -2.61 0.79 0.104
H 3.86 -2.26 -1.61 0.140
H 6.19 1.81 0.78 0.088
H 5.16 2.13 -0.66 0.050
H 6.42 0.79 -0.69 0.076
H 5.15 -0.73 2.22 0.083
H -1.79 -1.82 -2.79 0.139
B -4.39 1.63 -1.40 -1.300
F -4.22 0.94 -2.60 0.115
F -3.10 1.94 -0.83 0.090
F -5.07 2.88 -1.66 0.051
F -5.11 0.88 -0.52 0.194
N -6.46 2.85 -4.25 0.208
H -5.76 2.60 -3.52 0.093
H -6.92 1.97 -4.61 0.015
H -7.17 3.47 -3.85 0.138
H -5.99 3.33 -5.03 0.092
C -4.81 0.80 3.34 -0.830
O -3.86 0.36 4.04 -0.032
O -4.38 1.15 2.07 0.001
O -6.00 0.97 3.60 -0.005
H -3.46 0.89 2.26 0.067
Be -3.56 3.65 -0.73 0.643
Cl 1.46 -3.41 2.31 0.454
O 2.92 -2.84 5.17 -0.123
H 2.42 -2.14 4.74 -0.083
Li -6.47 1.14 -6.36 0.446
O 4.96 -2.51 2.60 -0.349
H 4.92 -3.36 3.04 -0.058
```

The calculation puts the energy relative to the best compared isomer or geometry (same formula, charge and spin) at 0.0 kJ/mol. The orbital gap is 1.92 eV. Its total energy is -142665.181 eV. As for the highest occupied orbital energy: -0.2337 hartree. For the strongest force on any atom, the calculation gives 4.63 eV/Å.


# 2
Below is 2 unconnected molecules or ions with the total composition C4H12, with properties calculated with ωB97M-V/def2-TZVPD.

```
16
Properties=species:S:1:pos:R:3:lowdin_spin:R:1
C 1.05 1.36 -0.63 0.113
C 2.32 1.08 0.09 0.127
H 0.10 1.01 -0.23 0.019
H 0.89 2.43 -0.77 0.017
H 1.18 1.13 -1.69 0.016
H 3.14 0.69 -0.51 0.012
H 2.22 0.40 0.95 0.037
H 2.79 1.89 0.68 0.013
C -2.19 -1.27 0.83 0.248
C -1.19 -1.28 -0.37 0.197
H -3.15 -1.74 0.57 0.031
H -1.77 -1.75 1.71 0.042
H -2.51 -0.27 1.12 0.039
H -1.20 -0.29 -0.81 0.020
H -1.38 -1.95 -1.19 0.035
H -0.30 -1.44 0.24 0.034
```

Its charge is -1. The calculation puts the energy relative to the best compared isomer or geometry (same formula, charge and spin) at 89.8 kJ/mol. The orbital gap (spin up / spin down) is 2.74 / 11.84 eV. Its total energy is -4340.106 eV. As for the highest occupied orbital energy (spin up / spin down): 0.0573 / -0.2725 hartree. As for the spin multiplicity: 2. For the strongest force on any atom, the calculation gives 2.98 eV/Å.


# 3
Below is a molecular structure, C26H31BaOS4Si, with properties calculated with ωB97M-V/def2-TZVPD.

```
64
Properties=species:S:1:pos:R:3:lowdin_charge:R:1
Ba 0.14 0.41 0.82 1.606
C -2.90 -1.62 3.01 -0.514
C -3.67 -0.35 2.66 -0.524
S -2.66 1.15 2.55 0.795
C -2.34 1.47 4.30 -0.516
C -1.08 2.29 4.53 -0.524
S 0.48 1.52 4.02 0.791
C 0.53 0.05 5.08 -0.516
C 1.64 -0.90 4.64 -0.526
S 1.35 -1.74 3.05 0.801
C 0.08 -2.95 3.53 -0.510
C -0.79 -3.37 2.36 -0.513
S -1.83 -2.09 1.63 0.809
H -3.61 -2.43 3.21 0.096
H -2.31 -1.46 3.91 0.052
H -4.47 -0.17 3.38 0.092
H -4.15 -0.45 1.68 0.080
H -2.29 0.52 4.83 0.063
H -3.19 2.02 4.71 0.092
H -1.00 2.55 5.59 0.091
H -1.12 3.23 3.97 0.080
H -0.44 -0.46 5.05 0.052
H 0.71 0.36 6.11 0.096
H 1.81 -1.66 5.40 0.092
H 2.58 -0.36 4.51 0.079
H -0.52 -2.52 4.33 0.062
H 0.59 -3.82 3.93 0.091
H -1.42 -4.20 2.66 0.091
H -0.18 -3.73 1.53 0.086
O 0.08 -0.86 -1.19 -0.659
Si 0.60 -0.09 -2.51 0.388
C -0.77 0.16 -3.75 -0.236
C -2.06 -0.32 -3.49 -0.095
C -3.10 -0.09 -4.38 -0.085
C -2.87 0.62 -5.55 -0.085
C -1.60 1.10 -5.83 -0.081
C -0.56 0.87 -4.94 -0.088
C 1.03 1.64 -1.79 -0.300
C 0.00 2.56 -1.56 -0.137
C 0.12 3.56 -0.60 -0.100
C 1.28 3.68 0.15 -0.106
C 2.34 2.80 -0.10 -0.117
C 2.22 1.81 -1.07 -0.164
C 2.15 -0.80 -3.26 -0.233
C 2.42 -2.16 -3.09 -0.089
C 3.55 -2.74 -3.65 -0.082
C 4.43 -1.96 -4.38 -0.084
C 4.19 -0.61 -4.56 -0.082
C 3.05 -0.03 -4.00 -0.104
H -2.23 -0.88 -2.58 0.093
H -4.09 -0.48 -4.17 0.102
H -3.68 0.79 -6.25 0.104
H -1.42 1.64 -6.75 0.104
H 0.43 1.24 -5.18 0.101
H -0.93 2.46 -2.12 0.115
H -0.70 4.26 -0.44 0.113
H 1.38 4.45 0.90 0.111
H 3.27 2.90 0.46 0.114
H 3.04 1.11 -1.20 0.116
H 1.73 -2.77 -2.51 0.099
H 3.74 -3.79 -3.51 0.103
H 5.31 -2.41 -4.82 0.104
H 4.88 0.00 -5.13 0.104
H 2.88 1.03 -4.13 0.101
```

Its charge is +1. The calculation puts the energy relative to the best compared isomer or geometry (same formula, charge and spin) at 0.0 kJ/mol. The orbital gap is 8.33 eV. Its total energy is -81424.608 eV. As for the highest occupied orbital energy: -0.3971 hartree. For the strongest force on any atom, the calculation gives 0.27 eV/Å.


# 4
Below is a molecular structure, C3H5CuO2, with properties calculated with ωB97M-V/def2-TZVPD.

```
11
Properties=species:S:1:pos:R:3:lowdin_spin:R:1
H 0.83 1.12 1.44 0.400
C -1.79 0.84 -0.06 0.017
C -1.13 -0.32 0.03 0.026
O 0.15 -0.36 -0.54 0.114
C 0.89 -1.44 -0.41 0.023
O 2.11 -0.95 -0.26 0.123
Cu 1.76 1.40 -0.03 1.286
H -2.58 1.03 0.67 0.000
H -1.45 1.64 -0.72 0.008
H -1.58 -1.31 0.09 0.000
H 2.77 -1.65 -0.21 0.003
```

The orbital gap (spin up / spin down) is 6.32 / 8.34 eV. Its total energy is -51918.659 eV. As for the highest occupied orbital energy (spin up / spin down): -0.2143 / -0.3589 hartree. As for the spin multiplicity: 3. For the strongest force on any atom, the calculation gives 2.19 eV/Å.


# 5
Below is a molecular structure, C54H54BBaF4N10O3PS, with properties calculated with ωB97M-V/def2-TZVPD.

```
129
Properties=species:S:1:pos:R:3:lowdin_charge:R:1
Ba -1.51 -0.25 -0.47 2.071
C -1.00 5.79 1.41 -0.011
C -0.48 4.81 0.41 -0.261
C 0.34 5.10 -0.65 0.023
C 0.53 3.87 -1.31 -0.265
N -0.14 2.91 -0.70 0.106
N -0.76 3.49 0.39 0.041
B -1.68 2.46 1.09 -0.567
N -1.48 1.99 2.55 0.045
N -1.37 0.62 2.57 0.074
C -1.21 0.25 3.83 -0.268
C -1.22 1.38 4.66 0.025
C -1.38 2.46 3.81 -0.266
C -1.41 3.90 4.20 -0.018
C -1.02 -1.19 4.21 -0.543
C -2.04 -1.58 5.28 -0.040
C -1.21 -2.09 2.99 -0.065
C 0.40 -1.38 4.75 -0.036
N -3.16 2.60 0.62 0.035
N -3.42 1.91 -0.54 0.025
C -4.66 2.20 -0.89 -0.261
C -5.25 3.06 0.05 0.027
C -4.26 3.28 1.00 -0.259
C -4.37 4.08 2.25 -0.005
C -5.27 1.61 -2.15 -0.549
C -4.31 1.84 -3.33 -0.043
C -5.50 0.11 -1.96 -0.033
C -6.61 2.29 -2.45 -0.060
C 1.32 3.58 -2.57 -0.549
C 0.35 3.09 -3.66 -0.042
C 2.04 4.83 -3.05 -0.059
C 2.34 2.48 -2.27 -0.045
H -0.88 6.79 1.01 0.085
H -0.45 5.74 2.35 0.074
H -2.06 5.63 1.62 0.053
H 0.75 6.06 -0.90 0.107
H -1.33 1.50 0.54 -0.124
H -1.09 1.43 5.73 0.113
H -1.95 4.01 5.14 0.090
H -1.88 4.53 3.46 0.033
H -0.39 4.27 4.36 0.092
H -3.06 -1.40 4.93 0.092
H -1.89 -0.98 6.19 0.081
H -1.94 -2.63 5.55 0.084
H -2.17 -1.90 2.51 0.078
H -1.16 -3.14 3.28 0.084
H -0.42 -1.90 2.25 0.062
H 0.54 -0.85 5.69 0.086
H 1.14 -0.99 4.04 0.085
H 0.61 -2.44 4.92 0.084
H -6.24 3.46 0.06 0.107
H -5.42 4.14 2.54 0.085
H -4.01 5.10 2.13 0.071
H -3.83 3.61 3.07 0.067
H -3.34 1.40 -3.13 0.064
H -4.16 2.90 -3.51 0.092
H -4.72 1.39 -4.24 0.085
H -4.59 -0.40 -1.65 0.044
H -5.85 -0.34 -2.90 0.091
H -6.26 -0.07 -1.19 0.096
H -6.48 3.37 -2.57 0.089
H -7.32 2.11 -1.64 0.083
H -7.03 1.89 -3.37 0.086
H -0.37 3.87 -3.91 0.089
H -0.20 2.22 -3.31 0.066
H 0.90 2.83 -4.57 0.084
H 1.33 5.63 -3.30 0.085
H 2.62 4.61 -3.95 0.086
H 2.72 5.21 -2.29 0.089
H 1.84 1.60 -1.88 0.050
H 3.06 2.82 -1.52 0.097
H 2.90 2.21 -3.18 0.089
O -1.53 -2.14 -1.69 -0.683
S -2.68 -2.72 -0.95 0.402
O -3.66 -3.32 -1.78 -0.224
O -3.16 -1.73 0.02 -0.573
C -1.87 -3.93 0.05 -0.248
C -2.70 -4.77 0.78 -0.024
C -2.14 -5.66 1.69 -0.031
C -0.76 -5.70 1.85 -0.044
C 0.06 -4.86 1.12 -0.060
C -0.47 -3.95 0.20 -0.239
P 0.69 -3.11 -0.93 1.100
C 2.33 -3.54 -0.31 -0.314
C 3.23 -4.32 -1.03 -0.048
C 4.50 -4.55 -0.51 -0.047
C 4.87 -4.00 0.71 -0.042
C 3.97 -3.22 1.42 -0.045
C 2.70 -2.99 0.92 -0.100
C 0.55 -3.79 -2.57 -0.303
C 0.49 -2.99 -3.70 -0.070
C 0.40 -3.58 -4.95 -0.042
C 0.34 -4.96 -5.06 -0.050
C 0.38 -5.76 -3.93 -0.055
C 0.48 -5.18 -2.68 -0.078
H -3.77 -4.72 0.63 0.134
H -2.77 -6.32 2.26 0.121
H -0.32 -6.39 2.55 0.119
H 1.13 -4.92 1.27 0.106
H 2.96 -4.72 -1.99 0.107
H 5.21 -5.14 -1.07 0.114
H 5.86 -4.17 1.10 0.117
H 4.26 -2.79 2.37 0.123
H 2.02 -2.36 1.47 0.109
H 0.52 -1.91 -3.62 0.103
H 0.36 -2.96 -5.84 0.118
H 0.26 -5.42 -6.04 0.113
H 0.33 -6.84 -4.02 0.112
H 0.51 -5.80 -1.79 0.118
F 5.91 -0.88 -2.69 0.110
C 5.63 -0.42 -1.46 -0.157
C 6.65 0.04 -0.69 -0.148
F 7.89 -0.02 -1.20 0.104
C 6.47 0.58 0.62 -0.052
C 5.13 0.45 1.09 -0.152
C 4.13 -0.05 0.32 -0.166
F 2.88 -0.13 0.83 0.089
C 4.30 -0.45 -1.01 -0.072
C 3.16 -0.83 -1.82 -0.137
C 1.93 -0.96 -1.33 -0.110
N 0.82 -1.36 -0.95 -0.163
C 3.23 -0.97 -3.25 -0.160
N 3.25 -1.15 -4.38 0.213
F 4.82 0.83 2.34 0.101
C 7.49 1.16 1.37 -0.192
C 7.28 1.74 2.66 -0.232
N 7.16 2.25 3.69 0.138
C 8.84 1.27 0.90 -0.231
N 9.94 1.40 0.58 0.140
```

The calculation puts the energy relative to the best compared isomer or geometry (same formula, charge and spin) at 0.0 kJ/mol. The orbital gap is 4.95 eV. Its total energy is -110282.046 eV. As for the highest occupied orbital energy: -0.2446 hartree. For the strongest force on any atom, the calculation gives 6.74 eV/Å.


# 6
Below is 2 unconnected molecules or ions with the total composition C2H8NOS2, with properties calculated with ωB97M-V/def2-TZVPD.

```
14
Properties=species:S:1:pos:R:3:lowdin_spin:R:1
C 0.83 -0.59 0.83 0.276
C 0.39 0.66 0.05 0.237
N -0.19 1.64 0.62 0.127
O 0.68 0.65 -1.19 0.098
S 2.23 -1.52 0.07 1.074
S -2.16 -0.34 -0.73 0.010
H 0.04 -1.30 0.99 0.022
H 1.22 -0.19 1.78 0.040
H -0.64 1.65 1.55 0.010
H -0.54 2.52 0.07 0.008
H -3.47 -0.51 -1.07 0.002
H 1.35 -0.08 -1.45 0.011
H 2.12 -2.83 0.40 0.084
H -1.87 0.25 -1.93 0.000
```

Its charge is +1. The calculation puts the energy relative to the best compared isomer or geometry (same formula, charge and spin) at 114.3 kJ/mol. The orbital gap (spin up / spin down) is 5.81 / 4.80 eV. Its total energy is -27399.498 eV. As for the highest occupied orbital energy (spin up / spin down): -0.3419 / -0.4820 hartree. As for the spin multiplicity: 3. For the strongest force on any atom, the calculation gives 6.60 eV/Å.


# 7
Below is C19H16N2O3S in the gas phase, with properties calculated with ωB97M-V/def2-TZVPD.

```
41
Properties=species:S:1:pos:R:3:lowdin_charge:R:1
O -3.02 -0.99 -1.52 0.069
C -2.68 -1.65 -0.56 -0.548
N -1.41 -1.81 -0.11 0.124
C -0.24 -1.20 -0.58 -0.213
C -0.21 -0.39 -1.70 -0.015
C 1.00 0.16 -2.11 -0.064
C 2.17 -0.09 -1.42 -0.029
C 2.13 -0.90 -0.29 -0.257
C 0.93 -1.46 0.13 0.064
H 0.92 -2.08 1.01 0.127
O 3.25 -1.26 0.41 0.037
C 4.31 -0.40 0.53 -0.263
C 4.15 0.98 0.65 -0.023
C 5.26 1.78 0.83 -0.081
C 6.53 1.22 0.90 -0.101
C 6.68 -0.15 0.79 -0.086
C 5.58 -0.96 0.61 -0.006
H 5.68 -2.03 0.53 0.117
H 7.67 -0.59 0.85 0.103
H 7.39 1.85 1.03 0.098
H 5.14 2.85 0.93 0.104
H 3.16 1.41 0.62 0.122
H 3.11 0.32 -1.75 0.118
H 1.03 0.79 -2.98 0.107
H -1.11 -0.18 -2.25 0.099
H -1.30 -2.29 0.77 0.145
C -3.71 -2.37 0.29 -0.344
H -3.36 -3.33 0.66 0.078
H -4.63 -2.50 -0.28 0.087
S -4.09 -1.37 1.79 0.971
C -4.40 0.17 0.96 -0.490
C -5.66 0.53 0.54 -0.068
C -5.84 1.72 -0.14 -0.067
C -4.73 2.52 -0.37 -0.044
C -3.49 2.12 0.07 -0.008
N -3.31 0.96 0.74 -0.252
O -2.18 0.62 1.15 -0.076
H -2.59 2.69 -0.08 0.138
H -4.81 3.45 -0.91 0.111
H -6.82 2.02 -0.49 0.105
H -6.48 -0.13 0.74 0.112
```

The calculation puts the energy relative to the best compared isomer or geometry (same formula, charge and spin) at 168.9 kJ/mol. The orbital gap is 8.49 eV. Its total energy is -39918.991 eV. As for the highest occupied orbital energy: -0.2992 hartree. For the strongest force on any atom, the calculation gives 1.05 eV/Å.


# 8
Below is a molecular structure, C4H8O2, with properties calculated with ωB97M-V/def2-TZVPD.

```
14
Properties=species:S:1:pos:R:3:lowdin_charge:R:1
C -0.98 -0.58 -1.06 -0.046
C -0.14 -0.28 0.17 -0.637
O 0.14 -1.49 0.89 -0.033
C 1.21 0.38 -0.09 -0.112
C -0.67 0.92 0.97 0.130
O 1.07 1.56 0.76 -0.073
H -0.54 -1.40 -1.64 0.086
H -1.09 0.30 -1.69 0.083
H -1.99 -0.88 -0.75 0.085
H -0.70 -1.97 0.98 0.093
H 2.03 -0.21 0.32 0.134
H 1.42 0.67 -1.12 0.134
H -0.56 0.65 2.04 0.040
H 0.82 2.32 0.21 0.117
```

The calculation puts the energy relative to the best compared isomer or geometry (same formula, charge and spin) at 480.1 kJ/mol. The orbital gap is 8.69 eV. Its total energy is -8368.306 eV. As for the highest occupied orbital energy: -0.2952 hartree. For the strongest force on any atom, the calculation gives 0.42 eV/Å.